[1]
Here is C12H11ClO2 in the gas phase from OMol25. Energies are from wB97M-V/def2-TZVPD.

Strongest force on any atom ... 3.1 eV/Å
Net charge ... 0
Molar mass ... 222.7 g/mol
Lowest unoccupied orbital energy ... -0.07 eV
Gap between HOMO and LUMO ... 8.39 eV

```
26
Properties=species:S:1:pos:R:3:forces:R:3:nbo_charge:R:1
O 2.5162 0.7036 1.6600 1.690 -0.623 0.849 -0.680
C 2.5058 0.7597 0.2666 2.131 -1.400 -1.734 0.019
C 3.0796 -0.5731 -0.1974 0.896 -1.877 0.568 -0.257
C 2.2518 -1.6229 -0.2059 -0.418 -1.671 -0.252 -0.178
C 0.8331 -1.4136 -0.1460 -1.576 2.059 0.128 -0.238
C 0.2521 -0.2042 -0.1976 1.047 1.224 0.245 0.006
C -1.1577 0.0999 -0.0808 -1.498 -1.448 -0.038 -0.072
C -1.8143 -0.6384 0.8984 -2.483 0.423 0.349 -0.199
C -3.1939 -0.4172 1.1159 -0.792 -0.074 1.342 -0.207
C -3.8875 0.5249 0.3595 0.060 -0.652 -1.483 -0.211
C -3.2698 1.0731 -0.8225 -0.380 -0.131 2.023 -0.209
C -1.8929 0.9215 -0.9909 0.562 -0.224 0.522 -0.188
C 1.1378 0.9884 -0.3377 0.814 0.592 -0.308 0.268
O 1.2638 1.2060 -1.7454 -0.254 0.288 1.479 -0.682
Cl 0.6057 2.4833 0.6163 -0.418 -0.442 -0.866 -0.071
H 3.3022 0.1028 1.8881 -1.816 1.304 -0.261 0.482
H 3.2462 1.4493 -0.2000 -0.679 0.754 0.707 0.166
H 4.1877 -0.7911 -0.1733 -1.231 0.738 -0.121 0.220
H 2.4446 -2.7315 -0.2354 0.827 1.435 -0.220 0.224
H 0.0587 -2.1234 -0.0591 -0.022 -1.728 -0.012 0.223
H -1.4353 -1.3852 1.5840 0.945 0.227 -0.329 0.221
H -3.7379 -0.9718 1.9842 1.098 1.080 -1.689 0.215
H -4.9716 0.7178 0.5106 0.961 -0.185 0.022 0.215
H -3.9868 1.6434 -1.4160 0.891 0.087 -0.343 0.222
H -1.2627 1.4008 -1.7553 -0.832 -0.135 0.105 0.236
H 2.2073 1.3051 -1.8517 0.476 0.378 -0.685 0.475
```
Forces are in eV/Å.

***

[2]
Here is a molecular structure, C12H11GaO4P from OMol25. Energies are from wB97M-V/def2-TZVPD.

Strongest force on any atom ... 7.2 eV/Å
Net charge ... +3
Molar mass ... 319.9 g/mol
Lowest unoccupied orbital energy ... -13.73 eV
Gap between HOMO and LUMO ... 5.15 eV

```
29
Properties=species:S:1:pos:R:3:forces:R:3:nbo_charge:R:1
O 0.7665 -3.2627 -2.1797 -0.407 5.959 0.613 -0.189
C 0.7067 -2.1051 -2.1273 0.871 -7.005 -1.292 0.523
Ga 0.4742 -0.0429 -2.3380 -0.623 0.238 1.573 0.846
O -2.2651 0.0245 -4.1207 4.135 -0.111 2.484 -0.184
C -1.2609 -0.0013 -3.5662 -3.881 0.109 -3.258 0.549
C 2.6712 0.0195 -3.3894 3.056 0.175 -1.978 0.572
O 3.6696 0.0899 -3.9428 -3.791 -0.281 2.187 -0.216
C 0.8138 2.1045 -2.1481 0.317 6.140 -0.842 0.552
O 0.8551 3.2601 -2.2021 -0.090 -5.750 0.450 -0.208
C -2.3229 -0.9830 0.2537 -0.272 -1.085 -1.187 -0.923
P -0.9609 0.0487 -0.3393 0.293 1.143 2.954 0.957
C -1.7814 1.6811 -0.3750 0.417 0.057 -0.936 -0.949
C 0.1749 -0.0526 1.1099 0.632 0.345 -0.428 -0.424
C 1.1404 -1.0722 1.1129 -0.016 -0.014 0.001 -0.156
C 1.9381 -1.3112 2.2338 -0.117 0.164 -0.290 -0.196
C 1.7788 -0.4811 3.3478 0.177 -0.064 0.288 -0.122
C 0.8436 0.5579 3.3694 -0.089 0.054 -0.392 -0.151
C 0.0595 0.7828 2.2344 -0.398 -0.055 -0.167 -0.190
H -3.1242 -1.0113 -0.4928 -0.071 -0.171 0.248 0.272
H -2.7017 -0.5480 1.1894 0.350 0.179 -0.224 0.315
H -1.9548 -1.9922 0.4632 -0.198 0.076 -0.031 0.284
H -2.4170 1.7740 0.5282 0.521 0.175 -0.456 0.321
H -1.0447 2.4888 -0.5165 -0.498 -0.088 0.647 0.253
H -2.4269 1.7154 -1.2683 -0.118 -0.019 0.373 0.266
H 1.2371 -1.7067 0.2308 0.112 -0.181 0.174 0.156
H 2.6766 -2.1238 2.2261 -0.380 0.451 0.072 0.266
H 2.4074 -0.6409 4.2238 -0.168 -0.020 -0.200 0.269
H 0.7238 1.2070 4.2512 0.128 -0.435 -0.527 0.275
H -0.6766 1.5807 2.2314 0.110 0.015 0.141 0.234
```
Forces are in eV/Å.

***

[3]
Here is a molecular structure, C12H11N2SbSe4W from OMol25. Energies are from wB97M-V/def2-TZVPD.

Strongest force on any atom ... 0.4 eV/Å
Net charge ... +2
Molar mass ... 804.7 g/mol
Lowest unoccupied orbital energy (spin up / spin down) ... -9.46 / -9.46 eV
Gap between HOMO and LUMO (spin up / spin down) ... 5.70 / 5.70 eV

```
31
Properties=species:S:1:pos:R:3:forces:R:3:nbo_charge:R:1
W -0.1541 0.3123 -0.0556 -0.098 0.238 -0.107 0.705
C -1.5766 -0.2643 2.6221 0.013 0.039 0.047 -0.262
N -1.0176 -0.8202 1.3432 0.065 -0.051 0.054 -0.577
C -1.1048 -2.1617 1.1536 0.014 0.024 -0.006 0.181
C -0.5202 -2.6388 0.0254 0.004 -0.022 -0.027 -0.004
C -0.3324 -3.9046 -0.5750 0.036 -0.003 0.018 -0.063
C 0.4116 -3.6899 -1.7146 -0.016 0.037 -0.017 -0.273
C 0.6544 -2.3094 -1.7930 0.047 -0.041 0.001 0.157
N 0.1003 -1.6514 -0.7588 0.017 -0.034 0.014 -0.630
C -2.6362 0.7788 2.4167 0.009 -0.007 -0.017 0.010
C -3.7886 0.4769 1.6877 -0.010 0.015 -0.006 -0.262
C -4.7493 1.4578 1.4644 -0.005 -0.012 -0.003 -0.182
C -4.5674 2.7368 1.9758 0.010 0.007 0.007 -0.191
C -3.4294 3.0337 2.7141 0.003 -0.011 0.002 -0.179
C -2.4632 2.0581 2.9277 -0.012 0.014 0.009 -0.238
H -0.7419 0.1421 3.1949 -0.015 0.004 0.002 0.231
H -1.9777 -1.1125 3.1794 0.002 -0.018 -0.023 0.239
H -1.6110 -2.7813 1.8838 0.001 0.005 0.013 0.255
H -0.6995 -4.8455 -0.1953 0.001 -0.002 0.000 0.267
H 0.7575 -4.4232 -2.4240 -0.008 -0.006 0.004 0.275
H 1.2231 -1.8074 -2.5613 -0.005 0.007 0.004 0.232
H -3.9526 -0.5276 1.3112 0.005 -0.003 0.000 0.225
H -5.6460 1.2170 0.9092 -0.002 -0.002 0.000 0.243
H -5.3202 3.4962 1.8135 -0.005 -0.005 -0.002 0.246
H -3.2960 4.0231 3.1307 -0.004 -0.001 -0.001 0.242
H -1.5771 2.2942 3.5060 0.000 0.000 -0.001 0.227
Se 0.2300 5.2016 -1.2845 0.037 0.301 -0.015 -0.063
Sb 0.3656 2.9248 -1.3059 -0.140 -0.296 0.216 1.050
Se -1.9750 1.6470 -0.4811 -0.110 0.102 -0.043 0.178
Se 1.2915 1.6883 1.0976 0.063 -0.085 0.075 0.101
Se 1.0011 0.8667 -2.4062 0.102 -0.195 -0.199 -0.142
```
Forces are in eV/Å.

***

[4]
Here is C12H11NO2 in the gas phase from OMol25. Energies are from wB97M-V/def2-TZVPD.

Strongest force on any atom ... 9.0 eV/Å
Net charge ... 0
Molar mass ... 201.2 g/mol
Lowest unoccupied orbital energy ... -1.25 eV
Gap between HOMO and LUMO ... 7.93 eV

```
26
Properties=species:S:1:pos:R:3:forces:R:3:nbo_charge:R:1
C -0.8166 2.7094 -0.5049 0.152 -1.156 -1.444 -0.600
C -0.1284 2.0178 0.7003 -0.746 3.100 2.141 -0.493
C 0.2516 0.6427 0.3888 0.504 -0.834 -0.390 0.227
C 1.4465 0.1666 -0.0777 -1.979 0.413 -0.299 -0.315
C 2.7103 0.8482 -0.1690 2.514 -2.699 1.422 0.643
N 3.8729 0.2506 -0.4993 0.226 -1.693 -2.524 -0.805
O 2.9614 1.7468 0.5389 -1.573 6.998 2.940 -0.605
C 1.1815 -1.1750 -0.4752 3.815 -6.436 -5.027 0.604
O 1.9181 -2.0042 -1.1709 -1.779 3.735 2.938 -0.552
C -0.1809 -1.5980 -0.2257 -1.062 -0.564 -0.069 -0.146
C -0.9811 -2.7326 -0.5179 2.551 -1.072 1.018 -0.169
C -2.2528 -2.7680 0.0087 -1.294 -2.383 -0.959 -0.196
C -2.8662 -1.6843 0.6182 -0.694 -0.116 -0.297 -0.210
C -2.1296 -0.5564 0.6898 3.627 0.393 -0.349 -0.170
C -0.7276 -0.5094 0.3390 -3.582 1.219 0.906 -0.053
H -1.2526 1.9244 -1.1636 0.350 0.509 0.170 0.206
H -0.0426 3.2320 -1.0509 0.163 -0.075 -0.468 0.217
H -1.6165 3.4350 -0.4109 -0.072 0.024 1.065 0.225
H 0.7331 2.7194 1.0223 -1.122 -1.696 -0.485 0.274
H -0.8868 2.0846 1.5480 0.983 -0.577 -0.767 0.226
H 4.6889 0.7347 -0.1307 -0.571 -0.495 -0.077 0.405
H 3.8038 -0.7331 -0.5072 0.655 -1.315 -0.647 0.393
H -0.4478 -3.6885 -0.8453 -1.054 1.565 0.021 0.243
H -2.8393 -3.7200 -0.1413 0.688 1.124 0.278 0.220
H -3.9162 -1.6565 0.9628 0.779 -0.366 -0.283 0.230
H -2.4833 0.3137 1.0738 -1.480 2.396 1.184 0.201
```
Forces are in eV/Å.

***

[5]
Here is C12H11NS2 in the gas phase from OMol25. Energies are from wB97M-V/def2-TZVPD.

Strongest force on any atom ... 4.9 eV/Å
Net charge ... 0
Molar mass ... 233.4 g/mol
Lowest unoccupied orbital energy (spin up / spin down) ... -0.39 / -0.39 eV
Gap between HOMO and LUMO (spin up / spin down) ... 6.34 / 6.34 eV

```
26
Properties=species:S:1:pos:R:3:forces:R:3:nbo_charge:R:1
S -2.8170 -1.6963 -1.0385 -0.403 -0.397 -0.327 0.038
C -2.7142 -0.2557 0.0277 4.763 -1.099 0.207 -0.253
S -2.8676 -0.6128 1.7737 -0.330 -0.044 0.311 0.067
C -3.3964 0.8931 -0.5188 -0.659 -0.868 -0.655 -0.364
C -2.8971 2.1501 -0.5886 -0.267 -2.412 0.451 -0.135
C -1.5662 2.5456 -0.2698 0.112 1.019 0.036 -0.343
C -0.5375 1.6490 -0.0982 -0.551 1.770 -1.155 0.165
C -0.6223 0.2318 -0.1149 -3.687 -0.795 1.014 0.003
C 0.5941 -0.3116 0.0916 -0.929 0.335 -1.003 -0.066
C 1.0965 -1.7020 0.0873 2.189 1.999 0.719 -0.478
C 2.6074 -1.7561 -0.0346 -0.205 2.104 1.464 -0.158
C 3.4191 -0.6826 0.1205 -3.078 -0.732 -0.704 -0.216
C 2.8800 0.6365 0.0729 -2.698 1.184 0.262 -0.282
C 1.5115 0.7836 0.0806 2.214 0.264 -0.454 0.194
N 0.8098 1.9707 -0.1906 0.297 -1.922 0.662 -0.566
H -2.8272 -2.7198 -0.1516 -0.026 0.476 -0.098 0.114
H -2.7756 -1.9638 1.7147 0.072 0.517 -0.025 0.117
H -4.3023 0.4599 -1.0254 0.455 1.488 0.417 0.231
H -3.5974 2.7890 -1.0310 -0.492 1.544 -0.522 0.217
H -1.4221 3.6417 -0.3811 0.493 -0.968 0.210 0.217
H 0.7096 -2.2345 -0.6777 -1.685 -1.788 -2.548 0.236
H 0.6841 -2.0811 0.9769 0.033 -1.249 1.475 0.242
H 3.1746 -2.6158 -0.1396 0.195 -2.194 -0.059 0.200
H 4.4046 -0.9353 0.1577 2.817 0.073 -0.075 0.209
H 3.3388 1.5744 -0.1434 1.281 0.153 0.068 0.213
H 1.2400 2.7812 0.1508 0.090 1.542 0.329 0.399
```
Forces are in eV/Å.

***

[6]
Here is 2 unconnected molecules or ions with the total composition C12H12 from OMol25. Energies are from wB97M-V/def2-TZVPD.

Strongest force on any atom ... 7.2 eV/Å
Net charge ... 0
Molar mass ... 156.2 g/mol
Lowest unoccupied orbital energy ... 0.96 eV
Gap between HOMO and LUMO ... 9.86 eV

```
24
Properties=species:S:1:pos:R:3:forces:R:3:nbo_charge:R:1
C 1.4058 1.3150 -0.8103 -2.199 -0.531 -0.143 -0.220
C 1.0098 0.0924 -1.4402 -3.041 1.879 0.763 -0.213
C 1.5530 -1.0973 -0.9148 -0.372 -2.595 -0.745 -0.232
C 2.4671 -1.2982 0.1281 2.132 6.587 1.951 -0.256
C 2.9719 -0.0270 0.6873 -2.427 2.353 -1.425 -0.197
C 2.3035 1.2340 0.2268 2.101 -2.520 0.208 -0.240
H 0.7436 2.2742 -0.9299 1.711 -1.846 -0.135 0.222
H -0.1887 0.2847 -1.9878 4.221 -1.503 1.120 0.247
H 1.3106 -2.0883 -1.3129 -0.832 0.544 -0.409 0.215
H 2.9708 -1.9826 0.7816 -0.635 -2.026 -1.067 0.248
H 3.7475 0.1889 1.4910 -1.107 -1.085 -1.042 0.218
H 2.5836 2.1663 0.6344 0.493 0.745 0.900 0.202
C -2.6372 1.0371 -0.2920 2.456 0.349 1.080 -0.221
C -2.7627 -0.2405 -0.8282 1.108 -2.244 2.509 -0.227
C -2.1898 -1.3924 -0.0668 -0.729 2.043 -0.649 -0.209
C -1.4412 -1.0985 1.0780 2.802 -3.721 -0.276 -0.213
C -1.0288 0.1642 1.3263 -1.340 1.106 0.133 -0.212
C -1.6104 1.2384 0.7454 -3.399 -3.325 -3.167 -0.193
H -3.1275 1.9629 -0.6066 -0.015 -0.647 -0.452 0.218
H -3.2648 -0.5835 -1.7110 -0.633 0.635 -0.309 0.218
H -2.4418 -2.3969 -0.4413 0.391 0.535 0.404 0.220
H -0.6519 -1.7799 1.7330 -2.985 0.535 -1.950 0.220
H -0.4525 0.2520 2.1777 1.606 0.730 1.388 0.206
H -1.4749 2.1389 1.1343 0.693 4.004 1.312 0.197
```
Forces are in eV/Å.

***

[7]
Here is 4 unconnected molecules or ions with the total composition C12H12Cl6N2 from OMol25. Energies are from wB97M-V/def2-TZVPD.

Strongest force on any atom ... 3.1 eV/Å
Net charge ... -1
Molar mass ... 397.0 g/mol
Lowest unoccupied orbital energy (spin up / spin down) ... 2.17 / 2.17 eV
Gap between HOMO and LUMO (spin up / spin down) ... 2.06 / 8.44 eV
Multiplicity ... 2

```
32
Properties=species:S:1:pos:R:3:forces:R:3:lowdin_spin:R:1
N 0.4995 0.7342 -0.1550 1.350 0.232 1.250 0.005
C -0.8023 0.8790 0.0912 0.902 0.455 0.944 0.001
C -1.2335 1.5391 1.2486 1.195 0.032 -0.542 0.004
C -0.2404 2.0033 2.1477 -1.806 1.382 -0.307 0.003
C 1.1156 1.9245 1.9369 -0.755 -1.897 -1.340 0.009
C 1.4128 1.2033 0.7653 -0.527 -0.404 -0.595 0.010
H -1.4246 0.4169 -0.6608 -0.454 0.280 0.079 0.000
H -2.2699 1.8300 1.3364 -0.097 -0.247 0.434 0.001
H -0.6058 2.6595 2.9238 -0.024 -0.205 0.520 0.001
H 1.8600 2.2531 2.6470 0.046 0.149 -0.252 0.007
H 2.4384 0.9357 0.5578 0.150 0.242 -0.239 0.014
N -1.5670 -4.1837 -2.2105 -0.132 1.405 -1.177 0.000
C -1.8738 -4.6879 -1.0375 -0.957 1.370 1.165 0.000
C -2.6452 -3.9835 -0.0814 -0.533 1.500 -0.626 0.000
C -3.0393 -2.6537 -0.3583 1.315 -1.006 -1.428 0.000
C -2.6283 -2.0994 -1.6071 0.002 -0.576 0.341 0.000
C -1.9567 -2.8838 -2.5405 -0.073 -2.400 1.942 0.000
H -1.5228 -5.6572 -0.7155 0.225 -0.314 -0.550 0.000
H -2.9706 -4.4336 0.8448 0.202 -0.191 0.064 0.000
H -3.6027 -2.0352 0.3248 0.002 -0.146 0.176 0.000
H -2.8008 -1.0578 -1.8346 -0.280 0.013 -0.020 0.000
H -1.7160 -2.5866 -3.5506 0.067 0.235 0.152 0.000
C 4.2602 3.8809 3.6357 0.549 0.196 1.268 0.209
Cl 5.9324 4.0155 4.3199 1.504 -0.067 0.824 0.192
Cl 4.3418 3.1373 1.9892 -0.257 -1.320 -2.144 0.306
Cl 3.5697 5.5288 3.5971 -1.155 1.351 0.140 0.205
H 3.7507 3.2485 4.3628 -0.587 -0.155 -0.081 0.025
C 0.8060 0.1098 -3.5151 0.043 -0.588 0.201 0.001
Cl 0.9955 -1.6011 -3.1243 0.330 -0.087 0.057 0.002
Cl -0.9332 0.4697 -3.4082 0.407 0.469 -0.123 0.001
Cl 1.4363 0.4256 -5.1262 -0.054 0.189 -0.184 0.003
H 1.4137 0.6687 -2.8034 -0.601 0.104 0.053 0.002
```
Forces are in eV/Å.

***

[8]
Here is a molecular structure, C12H12CuI2OPSe2 from OMol25. Energies are from wB97M-V/def2-TZVPD.

Strongest force on any atom ... 1.3 eV/Å
Net charge ... 0
Molar mass ... 678.5 g/mol
Lowest unoccupied orbital energy ... -1.64 eV
Gap between HOMO and LUMO ... 6.25 eV

```
31
Properties=species:S:1:pos:R:3:forces:R:3:nbo_charge:R:1
Cu 1.5286 2.8486 -0.6537 0.211 -0.078 0.442 0.707
Se 1.4258 1.3001 1.6830 0.028 0.113 -0.331 -0.619
P 0.2821 0.2910 0.1556 -0.193 0.200 -0.095 1.016
Se 0.2039 1.3422 -1.8022 0.119 -0.019 0.208 -0.569
C 0.9596 -1.3756 -0.1549 -0.378 -0.144 -0.188 -0.407
C 0.4447 -2.1458 -1.1988 0.244 -0.307 0.039 -0.177
C 0.9944 -3.3988 -1.4882 -0.511 0.870 0.053 -0.209
C 2.0576 -3.8667 -0.7421 -0.021 -0.245 -0.548 -0.215
C 2.5553 -3.1018 0.2941 1.000 -0.778 0.409 -0.147
C 2.0095 -1.8824 0.5994 -0.059 0.976 0.455 -0.210
C -1.4670 0.1145 0.6938 0.652 0.010 -0.021 -0.412
C -1.8402 0.5163 1.9630 -0.025 0.136 0.419 -0.193
C -3.1715 0.4334 2.3510 -0.352 0.027 0.224 -0.206
C -4.1394 -0.0465 1.4685 0.597 -0.035 0.371 -0.193
C -3.7438 -0.4837 0.2150 -0.252 0.226 -0.258 -0.228
C -2.4191 -0.3763 -0.1787 -0.267 -0.290 -0.285 -0.130
H -0.3602 -1.7649 -1.8098 -0.014 0.018 -0.095 0.216
H 0.5971 -3.9566 -2.3227 0.017 -0.140 -0.020 0.217
H 2.5077 -4.8021 -1.0548 0.097 0.001 0.339 0.216
H 3.4263 -3.4547 0.8602 -0.426 0.114 -0.200 0.208
H 2.4201 -1.2686 1.4050 -0.104 -0.256 -0.244 0.242
H -1.0786 0.9141 2.6320 -0.249 -0.110 -0.060 0.243
H -3.4681 0.7418 3.3557 0.133 -0.020 -0.307 0.216
H -5.1750 -0.1010 1.7719 -0.047 0.000 -0.004 0.216
H -4.4962 -0.8438 -0.4769 0.126 -0.073 -0.036 0.216
H -2.1324 -0.6708 -1.1784 -0.069 0.010 -0.074 0.208
I 1.9238 4.8383 -3.1234 -0.185 -0.505 0.350 -0.034
I 2.3682 6.6782 -4.9565 0.104 0.352 -0.273 -0.029
O 2.7294 4.2344 0.3251 -0.241 0.293 -0.666 -0.955
H 2.5684 4.1403 1.2649 -0.082 -0.202 0.416 0.509
H 2.4888 5.1468 0.1027 0.147 -0.143 -0.020 0.502
```
Forces are in eV/Å.